Entry 1:
87
Properties=species:S:1:pos:R:3:forces:R:3 method="wB97M-V/def2-TZVPD" total_charge=-1 e_homo_ev=-5.0 spin_multiplicity=1 e_tot_ev=-59322.0967 largest_force_ev_per_a=2.664
C 1.52001 0.19202 6.06568 -0.8 -0.7 1.1
C 1.52271 -1.12594 5.09424 0.3 -0.5 0.6
C 2.36068 -0.97030 3.69690 -0.4 -0.2 -1.0
C 2.80202 0.55830 3.30703 0.1 -0.5 0.0
C 3.33891 0.73093 1.74887 0.3 0.1 0.6
C 4.18007 2.17560 1.69953 -0.3 0.0 0.4
C 3.41103 3.30899 0.79319 0.7 0.4 0.3
C 2.74252 4.54047 1.66975 -0.4 0.0 -0.1
C 1.34353 4.10025 2.45152 0.5 0.6 -0.1
C 0.18181 5.26184 2.40350 -0.9 0.5 0.6
C -1.29552 4.69459 1.86714 1.4 1.7 -0.6
B -1.90971 3.51428 2.84716 -0.9 0.7 -1.2
C -3.56447 3.65384 2.88093 -1.4 0.2 0.5
C -3.90310 4.83189 3.99767 -0.5 0.0 -0.1
C -4.33026 2.21789 3.19831 0.3 0.9 -0.4
C -4.16926 1.27924 1.86179 -0.5 -0.2 0.2
C -5.34915 0.13283 1.69015 0.2 -0.7 -0.5
H 0.54160 0.83787 5.87304 2.4 -1.1 0.2
H 2.50752 0.81929 6.06708 -2.0 -1.2 -0.3
H 1.39470 -0.21741 7.18051 0.3 0.9 -2.3
H 2.01743 -2.03266 5.68430 -1.1 1.9 -1.2
H 0.38953 -1.44689 4.92630 2.5 0.8 0.1
H 3.34730 -1.62421 3.69171 -2.0 1.2 0.2
H 1.66589 -1.42308 2.83808 1.5 1.1 1.7
H 1.89605 1.29078 3.46507 1.8 -1.4 -0.3
H 3.67955 0.85644 4.05933 -1.9 -0.5 -1.7
H 2.42016 0.72260 1.00135 1.8 0.2 1.6
H 4.03125 -0.17144 1.39642 -1.3 1.8 1.0
H 4.23117 2.60489 2.80621 -0.1 -1.0 -2.3
H 5.31512 1.99984 1.37441 -2.6 0.4 0.5
H 2.56375 2.76702 0.17708 1.7 1.3 1.1
H 4.22685 3.80159 0.08071 -1.9 -1.1 1.2
H 3.49479 4.99663 2.47570 -1.4 -1.1 -1.9
H 2.49097 5.39482 0.90296 0.4 -1.6 1.5
H 0.94281 3.13136 1.92070 0.6 1.8 1.3
H 1.62495 3.92661 3.59532 -0.7 -0.1 -2.5
H -0.02201 5.65411 3.51173 0.5 -0.9 -2.3
H 0.51578 6.22683 1.79628 -0.4 -2.1 1.0
H -1.12665 4.36143 0.75510 -0.4 0.6 1.8
H -2.03724 5.62462 1.84916 1.6 -1.6 -0.1
H -1.56215 2.44491 2.45791 0.3 -0.9 -0.3
H -1.51536 3.67300 3.94649 0.4 0.1 1.2
H -3.98420 4.02328 1.83842 0.6 -0.6 1.9
H -3.74907 4.44132 5.11458 -0.1 0.8 -2.5
H -5.01256 5.23088 3.93214 1.9 -0.8 0.1
H -3.21008 5.77296 3.79812 -1.3 -2.0 0.5
H -3.80651 1.76279 4.16738 -1.3 0.7 -2.1
H -5.48109 2.39796 3.39331 2.1 -0.4 -0.2
H -4.26670 1.98653 0.91373 0.6 -1.5 2.1
H -3.12024 0.75280 1.90900 -2.1 1.2 -0.4
H -6.17506 0.18125 2.52520 1.6 0.0 -1.7
H -4.89116 -0.96929 1.70965 -1.0 2.4 0.1
H -5.86677 0.21737 0.61792 1.0 -0.1 2.4
C 2.21970 -3.12352 0.55550 0.1 0.6 0.6
O 1.92497 -4.06241 -0.44962 0.3 -1.1 -1.6
P 2.81929 -4.08224 -1.79037 0.5 -0.7 0.3
O 4.27583 -4.34918 -1.58919 -1.8 0.6 -0.2
O 2.46467 -2.68675 -2.51407 0.0 -1.3 0.0
C 3.22905 -1.54523 -2.19255 0.5 1.0 0.1
O 2.04037 -5.17353 -2.68226 0.4 0.9 1.7
C 2.12399 -5.05671 -4.08581 -0.1 0.2 -1.0
H 1.97164 -3.56042 1.52574 0.0 0.0 -0.2
H 3.27682 -2.84686 0.55198 0.0 0.0 0.1
H 1.60402 -2.23238 0.40590 0.1 0.0 0.1
H 4.15945 -1.79886 -1.67821 -0.1 -0.1 -0.1
H 2.63411 -0.88471 -1.55769 0.1 0.0 0.0
H 3.47626 -1.01505 -3.11766 -0.1 -0.1 0.1
H 3.12475 -4.74510 -4.39880 -0.1 -0.1 0.0
H 1.38471 -4.32819 -4.42764 0.1 -0.1 -0.1
H 1.89433 -6.02561 -4.53596 0.0 0.1 0.2
C -2.58030 -3.36352 -4.56593 0.1 0.6 0.7
O -2.87503 -4.30241 -5.57104 0.3 -1.1 -1.7
P -1.98071 -4.32224 -6.91180 0.5 -0.6 0.5
O -0.52417 -4.58918 -6.71062 -1.8 0.6 -0.2
O -2.33533 -2.92675 -7.63550 0.0 -1.3 0.0
C -1.57095 -1.78523 -7.31398 0.5 1.0 0.0
O -2.75963 -5.41353 -7.80369 0.3 0.9 1.5
C -2.67601 -5.29671 -9.20724 0.0 0.1 -0.9
H -2.82836 -3.80042 -3.59569 0.1 0.0 -0.2
H -1.52318 -3.08686 -4.56945 0.0 0.0 0.1
H -3.19598 -2.47238 -4.71553 0.1 0.0 0.0
H -0.64055 -2.03886 -6.79963 -0.1 -0.1 -0.1
H -2.16589 -1.12471 -6.67912 0.1 0.0 0.0
H -1.32374 -1.25505 -8.23909 -0.1 -0.1 0.1
H -1.67525 -4.98510 -9.52023 -0.1 -0.1 0.0
H -3.41529 -4.56819 -9.54907 0.1 0.0 -0.1
H -2.90567 -6.26561 -9.65739 0.1 0.1 0.3

---

Entry 2:
13
Properties=species:S:1:pos:R:3:forces:R:3 method="wB97M-V/def2-TZVPD" e_above_lowest_kj_mol=77.1 total_charge=+1 e_homo_ev=-14.0 spin_multiplicity=1 e_tot_ev=-11757.8331 largest_force_ev_per_a=2.462
C -2.52491 0.44081 -1.12061 0.0 0.1 0.0
C 0.61384 -0.52494 0.25796 0.2 -1.5 -0.2
C 1.91831 -0.89074 0.10894 -0.7 -0.2 0.0
C 0.26088 0.81149 0.25988 1.3 2.0 0.7
C 4.05979 0.18993 -0.30859 -0.3 0.2 0.0
N 2.88588 -0.00043 -0.09886 -0.3 0.3 0.1
N -1.57896 0.80452 -0.60151 -0.6 -0.4 -0.3
N 0.54208 1.92469 0.51218 -0.1 -0.6 0.0
O 5.11277 0.57562 -0.52232 0.9 0.0 -0.1
H -3.40960 0.11652 -1.60633 -0.4 -0.1 -0.2
H -0.15039 -1.27363 0.39013 0.0 0.0 0.0
H 2.17411 -1.94487 0.15246 0.0 0.0 0.0
H 0.26926 2.88011 0.38857 -0.1 0.2 -0.1

---

Entry 3:
42
Properties=species:S:1:pos:R:3:forces:R:3 method="wB97M-V/def2-TZVPD" total_charge=-1 e_homo_ev="-2.9 / -3.6" spin_multiplicity=6 e_tot_ev=-49351.3929 s2=8.765 largest_force_ev_per_a=6.590
Ru -0.59213 0.58698 1.60522 -4.2 0.0 5.1
C -1.88043 -1.21222 5.87962 -0.1 -0.1 0.3
C -1.66053 -0.90502 4.40892 -0.2 -0.2 -0.4
S -0.64773 0.50938 4.15062 -0.2 -0.4 -0.7
C -2.22353 -1.69132 3.44522 0.1 0.2 0.7
C -3.08553 -2.89522 3.79132 0.0 0.0 0.2
S -2.07413 -1.48262 1.70102 0.5 0.6 0.1
H -1.37913 -0.51212 6.55882 0.0 0.0 -0.5
H -1.49473 -2.20832 6.12622 -0.2 0.0 0.0
H -2.94773 -1.16792 6.12622 0.1 -0.2 0.0
H -3.20613 -3.06372 4.86422 0.1 0.2 0.0
H -2.65023 -3.81642 3.38452 -0.1 0.2 -0.1
H -4.09783 -2.77982 3.38452 0.2 -0.1 -0.1
O -0.57363 0.58698 -0.41458 0.7 -0.5 -1.1
C 0.77917 0.66838 -0.88438 0.8 -0.3 -0.8
C 1.83877 0.71038 0.39822 3.2 1.1 -1.3
O 3.05987 0.90228 0.07182 -4.0 -0.7 0.7
O 1.38127 0.58698 1.58672 2.4 0.0 -1.6
C 1.10247 -0.62552 -1.66128 0.2 -0.3 -0.4
C 0.31417 -1.78222 -1.52138 0.1 0.3 0.0
C 0.59617 -2.94092 -2.25018 0.3 0.3 0.0
C 1.68227 -2.97092 -3.12138 -0.1 0.0 0.1
C 2.49547 -1.84822 -3.25198 -0.2 0.3 0.4
C 2.21167 -0.69002 -2.52428 -0.1 0.1 0.1
C 0.80277 1.94338 -1.74308 0.5 0.5 -0.4
C 0.18557 1.96068 -3.01188 0.3 0.0 0.3
C 0.16537 3.11768 -3.79558 0.0 -0.2 0.4
C 0.75067 4.28838 -3.32288 0.1 -0.1 0.1
C 1.34657 4.30248 -2.06508 -0.2 -0.4 0.0
C 1.36247 3.14528 -1.28038 0.0 -0.1 0.0
H -1.30523 0.64978 -1.01788 -0.2 0.2 -1.0
H -0.51913 -1.78842 -0.82188 0.1 0.0 -0.1
H -0.02593 -3.82132 -2.12128 0.0 0.1 0.0
H 1.90867 -3.87402 -3.67918 0.0 0.1 0.0
H 3.36277 -1.87062 -3.90458 -0.1 0.0 0.1
H 2.87447 0.17088 -2.60978 -0.2 -0.1 0.0
H -0.27823 1.05598 -3.39898 0.1 0.0 0.0
H -0.30523 3.09898 -4.77358 0.0 0.0 0.1
H 0.74317 5.18798 -3.92998 0.0 -0.1 0.0
H 1.80607 5.20968 -1.68378 -0.1 -0.1 0.0
H 1.83367 3.19138 -0.29908 -0.1 -0.1 -0.2
H -1.65623 2.07298 1.60522 0.3 -0.2 -0.2